Record 1
2 unconnected molecules or ions with the total composition C34H57N2O5. Source: OMol25; level of theory: ωB97M-V/def2-TZVPD.

- DFT total energy (Eh) = -1815.22449
- HOMO (eV) = -11.4
- total charge = +1

Structure (XYZ):
```
98
Properties=species:S:1:pos:R:3:forces:R:3
C -2.9468 4.8355 4.5616 0.5 0.3 -1.6
C -3.6671 3.7429 3.7452 -0.8 0.2 1.3
O -2.8840 2.5849 3.5283 0.1 0.4 -0.2
C -1.8117 2.7965 2.6400 0.4 -0.2 -0.4
C -2.2331 2.8456 1.1647 0.1 0.8 -0.4
C -1.0241 2.7470 0.2110 0.2 -0.5 1.0
C -0.2643 1.4205 0.4448 -0.2 0.0 -0.4
C 0.3969 0.8626 -0.8234 -1.1 -0.5 -0.5
N 1.4581 -0.1180 -0.5682 -0.3 1.0 0.0
C 2.7740 0.1908 -0.9323 1.7 0.2 0.1
O 3.1507 0.8242 -1.8952 -0.9 -0.3 0.6
C 3.6690 -0.3914 0.1364 -1.4 0.0 -0.4
C 5.0206 -0.3635 0.2550 0.6 0.4 -0.9
C 5.5635 -0.9860 1.3561 1.1 0.2 0.2
C 4.7713 -1.5755 2.3050 0.0 -0.4 0.7
C 3.3927 -1.6085 2.1886 -0.8 -1.2 0.4
C 2.5226 -2.2523 3.2367 -0.2 0.8 0.6
C 2.1579 -1.1479 4.2882 0.0 -0.4 0.2
C 3.0445 -1.1870 5.5611 -0.1 0.2 -0.5
C 3.9244 0.0507 5.7248 -0.1 0.2 0.8
C 3.1262 1.3435 6.0387 1.0 0.3 -0.3
C 3.4679 2.4551 5.0468 -0.7 -0.7 0.0
O 4.8756 2.7222 5.0512 -0.1 0.1 -0.6
C 5.1986 3.4493 3.9203 0.2 1.5 -0.1
C 5.2953 2.7271 2.5808 0.2 -0.3 0.8
O 5.3785 4.6400 3.9963 0.0 -1.0 0.1
C 2.8608 -1.0181 1.0724 -0.5 0.6 -1.0
C 1.4325 -0.8906 0.5945 0.9 -1.1 1.3
O 0.4795 -1.4195 1.1263 -0.1 0.8 -0.8
H -3.6303 5.4364 5.1589 0.0 -0.3 0.2
H -2.4884 5.5269 3.8403 0.0 0.1 0.3
H -2.1130 4.4162 5.1267 -0.4 -0.1 0.3
H -4.1168 4.1449 2.8285 0.3 -0.1 -0.1
H -4.5162 3.4138 4.3540 0.1 -0.3 -0.2
H -1.2618 3.7313 2.8343 -0.2 -0.1 0.2
H -1.0906 1.9970 2.8350 -0.2 -0.1 -0.1
H -3.0175 2.1250 0.9131 0.2 -0.2 0.2
H -2.6560 3.8437 0.9864 -0.2 -0.2 0.0
H -0.3563 3.5679 0.4954 0.0 0.1 -0.5
H -1.3363 2.8467 -0.8321 0.0 0.1 0.1
H 0.4774 1.5578 1.2375 0.0 -0.1 -0.1
H -0.9977 0.6833 0.7838 0.3 0.0 0.2
H 0.7501 1.6544 -1.4880 0.5 -0.2 0.2
H -0.3874 0.3443 -1.3967 0.0 0.2 0.0
H 5.6252 0.1172 -0.5054 0.1 0.0 0.1
H 6.6389 -0.9966 1.4931 0.0 0.0 0.0
H 5.2175 -2.0349 3.1808 0.1 0.0 -0.1
H 3.0271 -3.0721 3.7528 0.1 0.1 -0.2
H 1.5923 -2.6398 2.8281 0.2 0.0 -0.3
H 2.2537 -0.1656 3.8098 -0.1 -0.1 0.0
H 1.1040 -1.2507 4.5601 0.1 0.0 0.0
H 2.3934 -1.2815 6.4359 0.2 0.0 0.0
H 3.6814 -2.0768 5.5230 -0.1 0.0 0.1
H 4.5736 0.2404 4.8630 -0.2 -0.3 -0.1
H 4.5956 -0.1185 6.5735 0.1 -0.1 -0.2
H 2.0470 1.1689 6.0202 0.1 0.1 0.0
H 3.4215 1.7247 7.0209 -0.3 -0.2 0.1
H 2.9117 3.3669 5.2906 0.1 0.0 -0.2
H 3.1817 2.0907 4.0470 -0.1 0.3 0.0
H 4.3472 2.8251 2.0487 0.1 -0.1 0.0
H 6.0814 3.2076 2.0015 -0.1 0.0 0.0
H 5.5396 1.6744 2.7430 -0.2 0.1 -0.2
C -0.8949 -2.8418 -1.9034 -0.1 0.1 0.0
C -2.3922 -2.6636 -2.1275 0.1 0.1 0.0
C -2.9214 -3.2950 -3.4221 0.0 0.0 0.3
C -2.2387 -2.8894 -4.7255 -0.2 -0.2 0.1
N -2.8141 -1.6975 -5.4690 0.4 0.4 -0.7
C -3.2201 -0.5394 -4.5932 0.0 0.0 0.2
C -1.9161 0.1216 -4.1898 0.2 0.0 0.2
C -0.9984 -0.0476 -5.4041 0.3 0.0 0.0
C -1.6796 -1.0849 -6.2974 0.0 0.1 0.1
C -3.9019 -2.0781 -6.4483 -0.4 0.1 0.3
C -5.1769 -2.6624 -5.8446 -0.1 -0.4 -0.2
C -5.2159 -4.1909 -5.8254 0.0 0.0 0.1
H -0.2965 -2.3653 -2.6849 0.0 0.0 0.0
H -0.6025 -2.3861 -0.9568 0.0 0.0 0.0
H -0.6279 -3.8995 -1.8634 0.0 0.0 0.0
H -2.6468 -1.6021 -2.0745 0.0 0.0 0.0
H -2.9213 -3.1279 -1.2932 -0.1 0.0 -0.1
H -3.9996 -3.1408 -3.4679 0.0 -0.1 -0.1
H -2.7848 -4.3754 -3.3236 0.0 0.0 -0.1
H -2.2826 -3.7132 -5.4372 0.0 0.1 -0.1
H -1.1822 -2.6856 -4.5599 0.0 0.1 0.1
H -3.8141 0.1335 -5.2122 0.0 -0.1 -0.1
H -3.8307 -0.8821 -3.7635 0.0 0.0 0.0
H -1.4724 -0.3702 -3.3248 -0.1 0.0 0.0
H -2.0610 1.1647 -3.9154 -0.1 0.0 0.0
H -0.0047 -0.3730 -5.0993 0.0 0.0 0.0
H -0.8696 0.8880 -5.9447 0.0 0.0 -0.1
H -1.0212 -1.8811 -6.6355 -0.1 -0.1 0.0
H -2.1303 -0.6024 -7.1616 -0.1 -0.1 0.0
H -3.4510 -2.7598 -7.1701 0.0 0.0 0.1
H -4.1543 -1.1577 -6.9735 0.2 0.0 0.0
H -6.0054 -2.3366 -6.4764 0.1 0.1 0.0
H -5.3826 -2.2529 -4.8550 0.1 0.1 0.0
H -5.1083 -4.5906 -6.8346 0.0 0.0 0.0
H -6.1712 -4.5366 -5.4323 0.0 0.0 0.0
H -4.4305 -4.6273 -5.2086 0.0 0.0 0.0
```
Positions in Å, forces in eV/Å.

Löwdin population analysis, charges in e, atoms 1 to 5: number 1, C, carries -0.072; number 2, C, carries -0.273; number 3, O, carries -0.141; number 4, C, carries -0.238; number 5, C, carries -0.183

Record 2
A molecular structure, C34H57N3O3SiSm. Source: OMol25; level of theory: ωB97M-V/def2-TZVPD.

- DFT total energy (Eh) = -2667.04350
- multiplicity = 6
- HOMO (alpha / beta) (eV) = -10.7 / -10.7
- total charge = +1

Structure (XYZ):
```
99
Properties=species:S:1:pos:R:3:forces:R:3
O 2.1085 -2.2088 -1.7493 0.1 -1.0 0.8
O 0.7550 -0.7263 -3.3670 -0.4 0.0 -1.9
C 3.3675 -2.7769 -1.3437 -0.3 -0.1 -0.5
C 3.4699 -3.2077 0.1093 0.2 -0.1 0.1
H 4.1003 -1.9969 -1.5652 0.0 -0.1 0.0
H 3.5694 -3.6379 -2.0010 0.2 0.2 0.2
H 3.0619 -2.4597 0.7995 0.0 -0.1 -0.1
H 4.5298 -3.3400 0.3546 -0.2 0.0 0.0
H 2.9763 -4.1684 0.2874 0.0 0.2 0.1
C 0.9562 -3.0015 -1.3644 0.5 0.6 0.3
C 0.8062 -4.2218 -2.2283 -0.2 -0.2 -0.1
H 0.0981 -2.3256 -1.4645 0.1 -0.2 -0.1
H 1.0305 -3.2603 -0.2931 -0.1 0.0 -0.3
H 0.6734 -3.9343 -3.2769 0.0 -0.1 0.2
H -0.0785 -4.7807 -1.9099 0.1 -0.1 -0.1
H 1.6837 -4.8707 -2.1394 -0.2 0.0 -0.1
C -0.5074 -0.2561 -3.8994 0.6 0.1 0.0
C 1.7886 -0.7987 -4.3776 -0.2 0.4 0.3
C -1.6221 -0.9246 -3.1456 -0.4 -0.2 0.0
H -0.5658 -0.4974 -4.9732 0.0 0.1 0.4
H -0.5449 0.8417 -3.7947 0.0 -0.3 0.0
H -1.5766 -2.0148 -3.2703 0.0 0.3 0.0
H -2.5829 -0.5790 -3.5402 0.1 -0.1 0.1
H -1.5903 -0.6947 -2.0755 0.0 0.0 -0.2
C 1.5956 -1.9690 -5.3052 0.2 -0.2 -0.1
H 2.7312 -0.8785 -3.8304 -0.2 0.0 -0.1
H 1.7969 0.1478 -4.9444 0.0 -0.2 0.2
H 1.5845 -2.9087 -4.7454 0.0 0.2 -0.1
H 2.4334 -1.9985 -6.0076 -0.1 -0.1 0.0
H 0.6740 -1.8777 -5.8856 0.1 -0.1 0.0
H 1.1316 -0.6125 -1.8311 -0.3 2.6 2.5
N -0.7983 -0.1974 2.9125 -0.3 0.6 -0.5
C -1.6257 0.2150 3.8899 0.4 -0.6 -0.6
C -2.4997 1.3053 3.7718 -0.1 0.3 0.0
C -2.7567 2.0559 2.6151 0.6 0.1 -0.3
C -1.6900 -0.5767 5.1702 -0.2 0.0 0.3
H -0.7006 -0.9322 5.4851 -0.2 0.0 -0.2
H -2.3579 -1.4462 5.0631 0.2 0.2 0.0
H -2.0963 0.0658 5.9599 0.1 -0.2 -0.1
C -3.9808 2.9200 2.5429 -0.3 0.0 0.4
H -4.6453 2.6090 1.7240 0.2 0.1 0.2
H -3.7191 3.9769 2.3913 -0.1 -0.3 0.0
H -4.5287 2.8261 3.4861 0.0 0.1 -0.3
N -1.9186 2.0548 1.5771 -0.4 0.0 -0.1
C -0.3827 -1.5650 2.8403 0.2 -0.2 0.5
C 0.9313 -1.9240 3.2079 -0.4 0.0 -0.3
C 1.9030 -0.8912 3.7024 0.3 0.1 0.3
C 1.3136 -3.2627 3.1128 -0.2 -0.1 -0.1
H 2.3311 -3.5359 3.4001 -0.3 0.0 -0.1
C 0.4097 -4.2310 2.6736 0.2 -0.1 0.0
H 0.7197 -5.2779 2.6161 -0.1 0.4 0.0
C -0.8866 -3.8676 2.3193 0.0 0.0 0.0
H -1.6061 -4.6170 1.9781 0.3 0.2 0.1
C -1.3001 -2.5411 2.3984 0.4 0.3 0.1
C -2.7033 -2.1520 2.0479 -0.5 -0.1 -0.3
C -2.1723 2.7138 0.3294 -0.2 0.0 -0.1
C -1.5806 3.9747 0.0797 0.0 -0.6 -0.1
C -1.0178 4.7917 1.2098 0.3 0.4 0.2
C -1.5367 4.4366 -1.2369 -0.2 -0.2 -0.1
H -1.0400 5.3857 -1.4433 -0.2 -0.2 0.0
C -2.1171 3.6920 -2.2673 0.0 0.3 -0.1
H -2.0507 4.0513 -3.2988 0.0 -0.1 0.4
C -2.8085 2.5151 -1.9896 -0.1 0.1 0.0
H -3.3144 1.9605 -2.7873 0.2 0.3 0.2
C -2.8742 2.0229 -0.6882 0.6 0.2 0.2
C -3.6092 0.7509 -0.3835 -0.3 -0.4 -0.1
Sm 0.2007 1.2578 1.3073 -0.9 0.4 2.3
H 2.4225 -0.3622 2.8801 -0.1 -0.1 0.2
H 2.6848 -1.3837 4.2974 -0.1 0.2 -0.2
H 1.4321 -0.1297 4.3404 0.1 -0.2 -0.3
H -2.7503 -1.2434 1.4311 0.1 -0.2 0.3
H -3.3224 -1.9741 2.9408 0.2 0.0 -0.2
H -3.1760 -2.9641 1.4810 0.0 0.2 0.2
H -0.6355 5.7421 0.8123 -0.1 -0.2 0.2
H -0.1887 4.3116 1.7608 -0.4 0.1 -0.2
H -1.7919 5.0328 1.9561 0.3 -0.1 -0.2
H -4.0997 0.7705 0.5982 0.2 0.0 -0.2
H -2.9478 -0.1306 -0.4066 -0.1 0.3 0.1
H -4.3884 0.5745 -1.1399 0.2 0.1 0.2
H -3.1239 1.5234 4.6372 0.1 -0.1 -0.3
C 0.9645 0.1936 -0.8292 0.4 -1.9 -2.2
Si 2.0440 1.6740 -1.2947 0.2 0.2 -0.9
H -0.1365 0.3146 -0.8684 0.2 -0.1 0.0
H 1.3094 -0.4658 -0.0082 -0.2 0.0 -0.1
C 3.7681 1.0885 -1.7181 0.1 -0.1 0.3
C 2.1410 2.9384 0.1044 0.2 -0.1 0.2
C 1.3328 2.6084 -2.7573 -0.2 -0.1 0.0
H 1.8694 3.5620 -2.8683 -0.1 -0.2 0.0
H 0.2713 2.8457 -2.6108 0.2 0.0 0.0
H 1.4353 2.0555 -3.6992 0.0 0.1 0.2
H 4.3869 1.0735 -0.8109 0.0 -0.1 -0.2
H 4.2366 1.7703 -2.4411 -0.1 -0.1 0.2
H 3.7670 0.0788 -2.1453 0.0 0.2 0.1
H 2.2922 2.5421 1.1303 0.2 0.5 -0.4
H 1.3011 3.6542 0.1104 0.2 -0.2 0.1
H 3.0471 3.5231 -0.1078 -0.2 0.0 0.1
O 1.8623 3.0364 5.1922 -0.4 -0.4 -1.5
C 1.5082 2.7243 4.1013 -0.1 -0.1 0.3
N 1.1391 2.3894 2.9926 0.5 0.3 1.3
```
Positions in Å, forces in eV/Å.

Löwdin population analysis, charges in e, atoms 1 to 5: number 1, O, carries -0.251; number 2, O, carries -0.273; number 3, C, carries -0.234; number 4, C, carries -0.068; number 5, H, carries 0.107

So what do the calculations give for energy relative to the best compared isomer or geometry (same formula, charge and spin)? Going down the list: 12.9, 26.7 kcal/mol.